DFT (wB97M-V/def2-TZVPD) results for C36H54MgN5O2P2 as an isolated structure.

Last column: Mulliken charge in e.
Geometry (Å):
1 C 1.9630 2.8679 -0.6064  0.429
2 C 1.1362 1.5166 -2.3186  -0.538
3 C 2.7381 3.5982 -1.5047  -0.819
4 C 1.7193 2.3433 -3.2843  -0.932
5 C 2.5307 3.4025 -2.8738  -0.819
6 H 3.4798 4.2802 -1.0843  0.500
7 H 1.6044 2.0738 -4.3348  0.554
8 H 3.0709 3.9990 -3.6056  0.437
9 N 1.0677 1.9603 -1.0277  0.856
10 P 0.8479 2.4126 1.9563  0.686
11 P -0.1128 -1.5288 -2.7432  0.441
12 C 2.2443 3.0149 0.8915  -1.480
13 H 3.1430 2.4101 1.1221  0.695
14 H 2.5024 4.0608 1.1316  0.513
15 C -0.4007 -1.7056 -0.4860  -0.960
16 O -0.9762 -2.3534 0.3648  -0.754
17 C 1.0531 0.0168 -2.5961  -1.476
18 H 1.6670 -0.1634 -3.4959  0.630
19 C 0.8738 -2.7647 -3.8456  2.171
20 C -2.0138 -1.5386 -3.0867  2.400
21 C 1.6078 1.2250 3.1876  1.802
22 C 0.0717 4.0159 2.5192  1.778
23 C 0.9766 -4.0501 -3.0021  -1.543
24 H -0.0110 -4.4434 -2.7257  0.276
25 H 1.4919 -4.8227 -3.5977  0.510
26 H 1.5696 -3.8867 -2.0889  0.149
27 C 0.1478 -3.0425 -5.1800  -1.977
28 H -0.8456 -3.4940 -5.0659  0.284
29 H 0.0686 -2.1269 -5.7878  0.393
30 H 0.7705 -3.7549 -5.7493  0.505
31 C 2.3106 -2.3701 -4.2759  -1.777
32 H 2.7098 -3.2202 -4.8611  0.578
33 H 2.3154 -1.4970 -4.9465  0.367
34 H 2.9909 -2.1989 -3.4296  0.264
35 C -2.4855 -2.9962 -2.8701  -1.688
36 H -2.1589 -3.3816 -1.8895  0.242
37 H -3.5884 -3.0187 -2.8813  0.523
38 H -2.1333 -3.6777 -3.6595  0.289
39 C -2.7031 -0.6180 -2.0569  -1.849
40 H -2.4744 -0.9256 -1.0266  0.047
41 H -2.4227 0.4363 -2.1988  0.208
42 H -3.7950 -0.6934 -2.1781  0.799
43 C -2.3497 -1.0108 -4.4849  -1.790
44 H -1.9592 -1.6368 -5.2951  0.347
45 H -3.4477 -0.9738 -4.5783  0.515
46 H -1.9580 0.0096 -4.6101  0.297
47 C -1.1401 3.7334 3.4240  -1.405
48 H -1.6495 4.6883 3.6204  0.524
49 H -1.8633 3.0565 2.9483  0.134
50 H -0.8430 3.3078 4.3908  0.326
51 C -0.3990 4.7587 1.2492  -1.594
52 H 0.4426 5.0218 0.5949  0.231
53 H -1.1248 4.1746 0.6625  0.106
54 H -0.8896 5.6920 1.5623  0.634
55 C 1.0999 4.8687 3.2704  -1.444
56 H 0.6104 5.8120 3.5538  0.497
57 H 1.4468 4.3810 4.1887  0.277
58 H 1.9697 5.1213 2.6527  0.268
59 C 2.1486 0.0219 2.3866  -2.107
60 H 2.9880 0.3030 1.7344  0.273
61 H 2.5163 -0.7407 3.0911  0.762
62 H 1.3758 -0.4478 1.7571  0.249
63 C 0.5350 0.7321 4.1759  -1.552
64 H -0.3209 0.2527 3.6757  0.141
65 H 0.9925 -0.0187 4.8382  0.547
66 H 0.1606 1.5442 4.8135  0.340
67 C 2.7444 1.9271 3.9340  -1.786
68 H 3.4838 2.3592 3.2475  0.283
69 H 2.3695 2.7129 4.6004  0.342
70 H 3.2580 1.1810 4.5578  0.526
71 Mg -0.4483 1.2084 0.2755  1.996
72 N 0.4204 -0.6408 -0.3692  0.254
73 C 1.3201 -0.7204 -1.4724  0.138
74 C 2.6588 -1.2331 -1.0956  1.432
75 C 2.8095 -2.3665 -0.2795  -0.133
76 C 3.8033 -0.5374 -1.5454  -0.219
77 C 4.0859 -2.7685 0.1439  -0.918
78 H 1.9245 -2.9633 -0.0221  0.311
79 C 5.0749 -0.9523 -1.1372  -0.795
80 H 3.7155 0.3005 -2.2505  0.214
81 C 5.2133 -2.0723 -0.3070  -0.743
82 H 4.1751 -3.6245 0.8216  0.414
83 H 5.9539 -0.3888 -1.4673  0.434
84 H 6.2089 -2.3619 0.0302  0.348
85 C -4.7485 3.1239 0.2638  -1.033
86 N -4.1309 2.0246 1.0194  0.308
87 C -4.6940 1.5486 2.1797  -0.388
88 C -4.0586 0.5644 2.8774  -1.200
89 C -2.8335 0.0717 2.3921  0.472
90 N -2.2348 0.6354 1.3383  0.197
91 C -2.8694 1.6499 0.6923  0.082
92 O -2.1958 2.2430 -0.2309  -1.070
93 N -2.1338 -0.9343 3.0059  -0.216
94 H -5.8247 2.9456 0.1704  0.415
95 H -4.2832 3.1658 -0.7221  0.299
96 H -4.5892 4.0843 0.7748  0.328
97 H -5.6532 1.9962 2.4515  0.507
98 H -4.4740 0.1306 3.7833  0.458
99 H -2.6235 -1.4012 3.7529  0.268
100 H -1.6088 -1.5596 2.3801  0.185

Its net charge is +1. The calculation puts the lowest unoccupied orbital energy at -3.10 eV. The calculation puts the energy relative to the best compared isomer or geometry (same formula, charge and spin) at 26.8 kcal per mole. As for the molar mass: 675.1 g/mol. For the frontier orbital gap, the calculation gives 4.6 eV. The total energy is -73772.014 eV.

=====

DFT (wB97M-V/def2-TZVPD) results for C36H54N5O2SZn as an isolated structure.

Last column: Mulliken charge in e.
Geometry (Å):
1 Zn 1.0949 -1.4151 -0.8369  0.932
2 C -3.9538 3.2580 0.9413  -2.110
3 C -4.5028 1.8308 0.9870  1.927
4 C -4.9936 1.5482 2.4175  -1.669
5 C -5.6879 1.7356 0.0129  -1.725
6 C -3.4445 0.8017 0.6188  -1.426
7 C -2.1661 1.1297 0.2970  -0.028
8 C -1.2269 0.1182 -0.0402  0.255
9 N -0.0019 0.3067 -0.5208  -0.251
10 C 0.7441 1.3742 -0.7375  -0.796
11 C 0.6152 2.6475 -0.1188  0.036
12 C 1.4657 3.6506 -0.4461  -1.255
13 C 2.4129 3.4108 -1.4957  0.289
14 C 2.6300 2.2215 -2.1302  -0.239
15 C 1.8444 1.0917 -1.6839  1.942
16 O 2.0175 -0.0962 -2.0778  -1.091
17 C 3.6718 2.1903 -3.2633  1.758
18 C 5.0349 2.6363 -2.7149  -1.621
19 C 3.2052 3.1818 -4.3445  -1.654
20 C 3.8650 0.8326 -3.9482  -1.952
21 C 1.4353 5.0206 0.2128  1.780
22 C 0.9843 6.0559 -0.8311  -1.620
23 C 0.4641 5.0658 1.3943  -1.975
24 C 2.8362 5.3821 0.7306  -1.682
25 C -1.5975 -1.2928 -0.0011  1.017
26 O -0.7059 -2.1833 -0.2212  -1.674
27 C -2.9676 -1.6140 0.2933  -0.950
28 C -3.8089 -0.5791 0.5977  0.235
29 C -3.4509 -3.0658 0.2871  2.508
30 C -2.6936 -3.8580 1.3693  -1.101
31 C -4.9456 -3.1707 0.5888  -2.313
32 C -3.1981 -3.7021 -1.0905  -1.519
33 H -4.7515 3.9563 1.1952  0.499
34 H -3.5905 3.5150 -0.0558  0.416
35 H -3.1461 3.3964 1.6636  0.397
36 H -5.7331 2.2955 2.7103  0.487
37 H -4.1625 1.5925 3.1240  0.360
38 H -5.4611 0.5660 2.4990  0.322
39 H -6.4280 2.4978 0.2614  0.465
40 H -6.1822 0.7646 0.0628  0.344
41 H -5.3584 1.8991 -1.0147  0.365
42 H -1.8624 2.1631 0.2292  0.877
43 H -0.1138 2.7688 0.6691  1.109
44 H 3.0153 4.2553 -1.8063  0.495
45 H 5.0039 3.6494 -2.3108  0.311
46 H 5.7769 2.6185 -3.5148  0.480
47 H 5.3718 1.9630 -1.9240  0.316
48 H 3.1439 4.2025 -3.9644  0.297
49 H 2.2201 2.8982 -4.7192  0.377
50 H 3.9043 3.1757 -5.1824  0.470
51 H 4.2467 0.0794 -3.2625  0.323
52 H 4.5872 0.9522 -4.7582  0.515
53 H 2.9352 0.4637 -4.3765  0.398
54 H -0.0024 5.8000 -1.2210  0.344
55 H 1.6777 6.1124 -1.6718  0.317
56 H 0.9282 7.0451 -0.3734  0.471
57 H -0.5674 4.9103 1.0714  0.325
58 H 0.5170 6.0465 1.8674  0.468
59 H 0.7207 4.3160 2.1457  0.390
60 H 3.5731 5.4354 -0.0713  0.342
61 H 3.1768 4.6441 1.4598  0.365
62 H 2.8082 6.3573 1.2186  0.463
63 H -4.8392 -0.8134 0.8257  0.486
64 H -2.8255 -3.3922 2.3486  0.309
65 H -1.6330 -3.8892 1.1322  -0.217
66 H -3.0787 -4.8797 1.4220  0.497
67 H -5.1822 -2.7851 1.5825  0.398
68 H -5.2427 -4.2198 0.5617  0.446
69 H -5.5440 -2.6386 -0.1531  0.436
70 H -2.1557 -3.5947 -1.3843  0.097
71 H -3.8227 -3.2352 -1.8538  0.411
72 H -3.4479 -4.7658 -1.0551  0.406
73 S 2.1437 -3.4276 -1.6856  -0.516
74 C 1.5490 -4.5781 -0.5619  0.277
75 N 0.3412 -5.1065 -0.7004  0.017
76 C -0.1881 -6.1641 0.1537  -0.641
77 C 0.4467 -6.0614 1.5315  -0.303
78 C 1.9605 -6.0347 1.3869  -0.787
79 N 2.3315 -4.9910 0.4368  -0.060
80 H -0.2204 -4.7429 -1.4524  0.271
81 H 0.0308 -7.1389 -0.2906  0.445
82 H -1.2690 -6.0521 0.2142  0.223
83 H 0.1425 -6.9045 2.1489  0.481
84 H 0.1156 -5.1419 2.0172  -0.001
85 H 2.3294 -7.0053 1.0453  0.325
86 H 2.4301 -5.8139 2.3450  0.428
87 H 3.2685 -4.6241 0.4378  0.272
88 C 0.9267 -2.1111 2.6926  -0.513
89 C 2.1718 -1.5602 2.0936  0.232
90 N 2.3494 -1.2214 0.8320  0.558
91 C 3.6368 -0.7407 0.7137  -0.673
92 C 4.2433 -0.7894 1.9257  -0.861
93 N 3.3056 -1.3143 2.7865  -0.021
94 H 0.2338 -2.3758 1.8959  -0.530
95 H 0.4450 -1.3689 3.3325  0.384
96 H 1.1386 -2.9941 3.2975  0.419
97 H 4.0218 -0.4049 -0.2346  0.542
98 H 5.2322 -0.5109 2.2434  0.428
99 H 3.4308 -1.4612 3.7729  0.194

Its net charge is +1. The calculation puts the lowest unoccupied orbital energy (spin up / spin down) at -4.15 / -4.15 eV. The calculation puts the energy relative to the best compared isomer or geometry (same formula, charge and spin) at 7.7 kcal per mole. As for the molar mass: 686.3 g/mol. For the frontier orbital gap (spin up / spin down), the calculation gives 5.6 / 5.6 eV. The total energy is -109006.362 eV.